Density functional theory data (ωB97M-V with the def2-TZVPD basis set) for an isolated molecule of C23H28N2O5.

Structure (XYZ):
```
58
Properties=species:S:1:pos:R:3:forces:R:3:nbo_charge:R:1
C 0.702731 -1.943935 -0.040395 -0.343 0.275 -0.103 -0.63
C -0.407212 -1.359608 -0.907536 0.366 -0.375 -0.222 -0.07
O -1.411360 -0.721581 -0.139146 -0.077 0.484 0.257 -0.53
C -1.366303 0.618138 0.088455 -0.231 0.013 0.120 0.32
C -0.219297 1.394100 -0.009748 -0.014 -0.020 0.012 -0.29
C -0.242908 2.751713 0.293731 -0.335 -0.034 -0.082 -0.13
C 0.983688 3.591022 0.147590 -0.004 -0.144 0.185 0.67
O 0.963561 4.715307 -0.312154 -0.116 0.255 -0.113 -0.62
N 2.118085 2.994736 0.586712 0.245 -0.184 0.170 -0.61
C 3.434929 3.553960 0.370203 0.008 0.170 -0.061 -0.25
C 4.246279 2.665436 -0.536141 0.083 -0.019 0.090 -0.06
C 5.497435 2.197365 -0.163406 -0.125 0.127 -0.007 -0.20
C 6.213391 1.360361 -1.001166 0.007 -0.063 -0.117 -0.21
C 5.693355 0.962345 -2.225376 0.044 -0.023 0.088 -0.02
C 6.474400 0.069544 -3.140559 0.030 0.063 -0.038 -0.63
C 4.437402 1.431235 -2.594367 -0.005 0.028 0.034 -0.22
C 3.723897 2.272532 -1.763277 0.033 0.032 0.025 -0.16
C -1.430195 3.345959 0.696569 0.214 -0.005 -0.050 -0.19
C -2.578705 2.585607 0.794381 -0.004 -0.246 -0.055 -0.22
C -2.570048 1.232584 0.483153 0.171 0.058 -0.127 0.24
O -3.759500 0.562276 0.619685 0.319 0.025 0.178 -0.51
C -4.144650 -0.362234 -0.382796 -0.170 -0.083 -0.428 -0.16
C -3.628036 -1.802563 -0.296374 -0.156 0.227 0.066 0.69
O -3.355864 -2.399910 -1.324158 -0.089 0.019 -0.362 -0.66
N -3.570182 -2.393854 0.911564 0.004 -0.278 0.213 -0.44
C -4.000234 -1.859660 2.183021 -0.430 -0.068 0.305 -0.25
C -5.058878 -2.797327 2.780412 0.133 0.345 0.014 -0.08
O -4.573774 -4.113239 2.906099 0.008 -0.079 0.143 -0.52
C -4.178368 -4.627513 1.653324 0.280 -0.015 -0.216 -0.08
C -3.090247 -3.757929 1.020463 -0.159 -0.303 -0.078 -0.26
H 1.234995 -1.165201 0.501369 0.089 0.034 0.058 0.20
H 1.409232 -2.480217 -0.667733 0.102 -0.069 -0.054 0.22
H 0.278792 -2.635759 0.682809 -0.012 -0.089 0.077 0.21
H -0.938932 -2.163588 -1.427139 0.092 0.166 0.000 0.22
H -0.001069 -0.670526 -1.656152 -0.103 -0.027 0.041 0.18
H 0.701654 0.941425 -0.345810 0.074 -0.082 -0.023 0.22
H 2.071784 2.064836 0.970661 -0.115 0.080 -0.025 0.40
H 3.945213 3.692157 1.329343 -0.019 0.050 -0.135 0.20
H 3.273465 4.534123 -0.090030 0.067 -0.103 0.155 0.25
H 5.918289 2.491992 0.787664 0.024 0.027 0.114 0.21
H 7.188492 1.007696 -0.696496 0.095 -0.060 0.027 0.21
H 7.182017 -0.538266 -2.581640 0.051 -0.070 -0.017 0.22
H 5.812043 -0.584668 -3.703222 0.012 -0.075 -0.051 0.22
H 7.036703 0.671679 -3.855024 0.064 -0.042 -0.077 0.22
H 4.017256 1.134751 -3.544996 -0.044 -0.036 -0.104 0.21
H 2.751625 2.636159 -2.064634 -0.121 0.026 -0.046 0.21
H -1.443040 4.400943 0.918776 -0.010 0.114 0.001 0.23
H -3.513555 3.027669 1.100989 -0.120 0.031 0.025 0.23
H -5.239644 -0.398048 -0.326338 0.144 -0.008 -0.060 0.21
H -3.865702 0.004430 -1.376971 -0.017 -0.105 0.156 0.21
H -4.408426 -0.859148 2.068969 0.052 -0.093 0.075 0.24
H -3.136348 -1.817264 2.858063 -0.067 0.078 -0.003 0.19
H -5.331146 -2.474526 3.786452 -0.026 0.044 -0.078 0.20
H -5.955012 -2.788944 2.140030 0.052 0.031 0.050 0.16
H -3.808091 -5.636506 1.840340 -0.025 0.038 -0.084 0.20
H -5.045270 -4.676561 0.977012 0.075 -0.012 0.030 0.17
H -2.841996 -4.112379 0.019776 0.009 -0.006 0.129 0.25
H -2.196720 -3.771125 1.655168 -0.010 -0.023 -0.020 0.19
```
Positions in Å, forces in eV/Å.

- Structure (SMILES): CCOc1cc(C(=O)NCc2ccc(C)cc2)ccc1OCC(=O)N1CCOCC1
- Calculated total energy: -1378.95371 hartree



Density functional theory data (ωB97M-V with the def2-TZVPD basis set) for an isolated molecule of C23H28N2O5S.

Structure (XYZ):
```
59
Properties=species:S:1:pos:R:3:forces:R:3:nbo_charge:R:1
C 3.951964 4.132194 4.877999 -0.363 -0.250 -0.172 -0.62
C 3.009115 3.738343 3.757076 0.340 0.499 -0.296 -0.08
O 2.061216 2.795655 4.270636 0.181 -0.093 0.376 -0.52
C 0.938795 2.628993 3.586720 -0.525 -0.060 0.048 0.82
O 0.625816 3.294368 2.630356 0.078 0.117 -0.077 -0.63
C 0.056866 1.531792 4.178065 0.025 -0.008 -0.026 -0.31
C -0.752218 0.857124 3.059548 0.053 0.018 -0.030 -0.41
C 0.063900 -0.294386 2.444843 -0.481 0.006 -0.111 -0.23
N 1.475823 -0.030251 2.607760 0.029 -0.083 0.202 -0.44
C 2.257105 0.574326 1.683725 0.058 -0.164 -0.227 0.66
O 3.378385 0.984425 1.930742 0.221 0.171 -0.082 -0.63
C 1.655683 0.630291 0.313043 0.138 0.079 -0.245 -0.04
C 1.784159 -0.463819 -0.532439 0.017 0.069 0.138 -0.20
C 1.152680 -0.464914 -1.761157 0.054 0.181 -0.128 -0.21
C 0.389406 0.623641 -2.157576 0.390 0.085 -0.063 -0.03
C -0.481617 0.548486 -3.382145 0.386 -0.139 0.016 -0.26
N -1.898224 0.571805 -3.044568 -0.516 -0.670 0.295 -0.85
S -2.435336 -0.595450 -1.956097 -0.172 0.317 -0.036 2.29
O -1.664739 -0.629918 -0.740340 -0.032 -0.289 -0.305 -0.95
O -3.844065 -0.365335 -1.831829 -0.128 0.009 -0.211 -0.94
C -2.132010 -2.078501 -2.893854 0.070 0.512 0.327 -0.29
C -1.247807 -3.028210 -2.424837 0.064 0.044 0.172 -0.20
C -1.013270 -4.164709 -3.180502 -0.093 0.027 -0.058 -0.21
C -1.659521 -4.352017 -4.397840 0.057 0.052 0.073 0.02
C -1.425323 -5.589260 -5.207673 -0.043 -0.023 0.016 -0.63
C -2.550673 -3.379634 -4.846635 0.001 0.099 0.119 -0.22
C -2.790089 -2.242486 -4.097333 -0.121 -0.045 -0.170 -0.18
C 0.335669 1.746934 -1.342938 0.122 -0.155 -0.118 -0.20
C 0.965871 1.756391 -0.113731 -0.014 0.032 0.036 -0.22
C 1.923909 -0.123402 3.983124 0.408 -0.105 0.300 -0.23
C 0.882295 0.487999 4.932167 -0.047 0.090 -0.048 -0.42
H 3.401316 4.596554 5.692574 -0.003 0.069 0.087 0.21
H 4.464755 3.253255 5.258777 0.114 -0.053 0.072 0.21
H 4.688569 4.835599 4.501207 0.089 0.070 -0.025 0.22
H 2.467998 4.604202 3.360924 0.108 -0.165 0.060 0.20
H 3.548842 3.251276 2.937575 -0.147 0.079 0.087 0.21
H -0.627116 2.037133 4.868829 0.071 0.015 -0.064 0.24
H -0.978641 1.601082 2.295237 -0.069 -0.046 0.024 0.24
H -1.693897 0.470720 3.448123 -0.041 0.013 0.027 0.21
H -0.152063 -1.232287 2.966562 0.001 0.001 -0.086 0.19
H -0.194645 -0.421124 1.393096 0.033 -0.082 0.160 0.26
H 2.351524 -1.324995 -0.210220 0.052 -0.095 0.042 0.22
H 1.224516 -1.330431 -2.405154 -0.016 -0.095 -0.058 0.21
H -0.291114 1.384256 -4.061709 -0.086 -0.128 0.019 0.22
H -0.302919 -0.386318 -3.921059 0.143 0.153 -0.064 0.21
H -2.213208 1.474146 -2.717834 -0.219 0.129 0.104 0.40
H -0.761324 -2.859492 -1.476985 0.112 -0.034 0.102 0.25
H -0.322799 -4.914194 -2.822298 0.070 -0.066 0.035 0.22
H -0.493459 -6.071646 -4.924923 0.055 -0.062 -0.024 0.22
H -2.238016 -6.296774 -5.042776 -0.017 -0.090 -0.031 0.23
H -1.397462 -5.356864 -6.269761 0.025 -0.036 -0.079 0.22
H -3.058253 -3.520210 -5.789579 -0.057 0.006 -0.098 0.22
H -3.478136 -1.478891 -4.421860 -0.112 0.062 -0.145 0.24
H -0.231902 2.611500 -1.658361 -0.076 0.126 -0.012 0.20
H 0.890494 2.617702 0.531775 0.004 0.058 0.053 0.25
H 2.098539 -1.176589 4.234284 0.017 0.077 -0.004 0.19
H 2.874075 0.410489 4.046000 -0.169 -0.146 0.031 0.25
H 1.383565 0.939613 5.787024 -0.019 -0.095 0.024 0.23
H 0.203307 -0.282144 5.302797 -0.021 0.013 0.047 0.21
```
Positions in Å, forces in eV/Å.

- Structure (SMILES): CCOC(=O)C1CCN(C(=O)c2ccc(CNS(=O)(=O)c3ccc(C)cc3)cc2)CC1
- Calculated total energy: -1777.16842 hartree



Per-record energy relative to the best compared isomer or geometry (same formula, charge and spin), eV: 2.290 0.442